Entry 1:
Here is one molecule with the formula C4H13N3O2 at a distorted geometry from the Open Molecules 2025 dataset. Energies are from ωB97M-V with the def2-TZVPD basis set.

Computed properties:
- ΔE to the lowest compared entry with this formula, charge and spin (eV) = 4.794
- Kohn-Sham gap (eV) = 8.42
- SMILES string = C[C@H](N(C)O)N(O)CN
- LUMO (eV) = 0.8
- multiplicity = 1

Positions of all 22 atoms, in Å:
C: -1.074 0.159 -0.162
C: 1.032 -0.222 1.276
C: 0.741 0.685 -1.946
C: -1.349 -1.198 -0.820
N: -0.551 0.010 1.200
N: -0.303 1.075 -1.026
N: 1.299 -1.575 0.959
O: -0.763 1.281 1.904
O: 0.033 2.335 -0.403
H: -1.445 1.035 2.555
H: -0.192 2.167 0.536
H: -2.061 0.637 -0.073
H: 0.687 -2.184 1.492
H: 2.283 -1.812 1.007
H: 1.203 -0.039 2.339
H: 1.680 0.482 0.757
H: 1.724 0.715 -1.474
H: 0.757 1.396 -2.780
H: 0.583 -0.304 -2.382
H: -0.440 -1.773 -1.014
H: -1.861 -1.068 -1.779
H: -1.986 -1.803 -0.167

***

Entry 2:
Here is a 2-piece molecular cluster, C4H13N4O overall at a distorted geometry from the Open Molecules 2025 dataset. Energies are from ωB97M-V with the def2-TZVPD basis set.

Computed properties:
- ΔE to the lowest compared entry with this formula, charge and spin (eV) = 0.244
- Kohn-Sham gap (eV) = 11.19
- net charge = +1
- LUMO (eV) = -2.5
- multiplicity = 1

Positions of all 22 atoms, in Å:
C: -0.903 -2.627 2.951
C: 0.063 -0.879 1.498
N: 0.334 0.388 1.273
N: -0.427 -1.276 2.671
N: 0.245 -1.733 0.479
H: 0.109 1.126 1.919
H: 0.693 0.680 0.354
H: -0.785 -0.553 3.281
H: 0.483 -2.699 0.622
H: 0.649 -1.332 -0.358
H: -0.692 -3.347 2.170
H: -1.985 -2.653 3.139
H: -0.473 -2.958 3.890
C: -0.728 0.660 -2.826
C: 0.246 1.579 -2.156
O: 1.005 1.174 -1.268
N: 0.322 2.838 -2.593
H: -1.393 0.189 -2.104
H: -0.143 -0.077 -3.372
H: 1.023 3.479 -2.259
H: -0.307 3.216 -3.281
H: -1.379 1.178 -3.532

***

Entry 3:
Here is a 2-piece molecular cluster, C4H13N4O overall at a distorted geometry from the Open Molecules 2025 dataset. Energies are from ωB97M-V with the def2-TZVPD basis set.

Computed properties:
- ΔE to the lowest compared entry with this formula, charge and spin (eV) = 0.515
- expectation value of S² = 0.754
- Kohn-Sham gap (alpha / beta) (eV) = 10.26 / 5.19
- net charge = +2
- LUMO (alpha / beta) (eV) = -7.6 / -12.7
- multiplicity = 2

Positions of all 22 atoms, in Å:
C: -3.410 0.805 -0.477
C: -2.080 0.309 -0.859
O: -1.551 -0.533 -0.094
N: -1.461 0.794 -1.893
H: -4.314 0.203 -0.385
H: -3.876 1.560 -1.123
H: -0.546 0.510 -2.218
H: -2.039 1.245 -2.579
H: -3.287 1.375 0.416
C: 1.800 -2.278 0.387
C: 1.738 0.162 0.838
N: 2.405 1.304 0.668
N: 2.151 -0.889 0.100
N: 0.742 0.088 1.687
H: 3.310 1.273 0.330
H: 2.032 2.224 0.788
H: 2.591 -0.632 -0.787
H: -0.033 -0.543 1.540
H: 0.515 0.903 2.218
H: 2.089 -2.527 1.403
H: 2.484 -2.866 -0.211
H: 0.742 -2.488 0.251

***

Entry 4:
Here is C4H13N5 as an isolated structure at a distorted geometry from the Open Molecules 2025 dataset. Energies are from ωB97M-V with the def2-TZVPD basis set.

Computed properties:
- ΔE to the lowest compared entry with this formula, charge and spin (eV) = 3.472
- Kohn-Sham gap (eV) = 6.88
- LUMO (eV) = 0.7
- multiplicity = 1

Positions of all 22 atoms, in Å:
N: -1.239 -0.266 -0.889
N: -1.964 -1.188 -0.096
C: -0.864 1.084 -0.275
C: -1.420 1.497 0.940
H: -1.705 -0.175 -1.787
H: -2.588 -0.644 0.512
H: -1.286 -1.631 0.526
H: -0.948 1.824 -1.069
H: -1.457 0.830 1.792
H: -1.932 2.444 1.007
C: 1.075 -0.733 -0.421
N: 1.509 -1.246 -1.625
N: 0.956 -1.582 0.635
N: 1.465 1.041 1.187
C: 1.040 0.699 -0.145
H: 1.093 -2.133 -1.877
H: 1.263 -2.537 0.535
H: 1.134 -1.116 1.521
H: 1.455 -0.587 -2.388
H: 0.649 1.446 1.665
H: 2.225 1.708 1.183
H: 1.539 1.266 -0.932

***

Entry 5:
Here is a 2-piece molecular cluster, C4H13NO overall at a distorted geometry from the Open Molecules 2025 dataset. Energies are from ωB97M-V with the def2-TZVPD basis set.

Computed properties:
- ΔE to the lowest compared entry with this formula, charge and spin (eV) = 0.917
- Kohn-Sham gap (eV) = 9.83
- SMILES string = CC(C)CN.O
- LUMO (eV) = 0.8
- multiplicity = 1

Positions of all 19 atoms, in Å:
C: -0.916 0.850 -0.160
C: -0.650 -0.382 0.667
C: 0.669 -0.251 1.445
C: -0.528 -1.662 -0.232
N: -1.026 2.035 0.710
H: -0.061 0.917 -0.764
H: -1.853 0.729 -0.873
H: -1.478 -0.531 1.453
H: 1.433 -0.117 0.743
H: 0.571 0.647 2.058
H: 0.744 -1.188 1.996
H: -1.445 -2.230 -0.616
H: -0.024 -2.342 0.370
H: 0.050 -1.442 -1.172
H: -0.584 2.862 0.387
H: -1.910 2.337 0.997
H: 2.988 0.195 -2.687
H: 1.992 -0.581 -1.853
O: 2.028 0.153 -2.469

***

Entry 6:
Here is a 2-piece molecular cluster, C4H13NO overall at a distorted geometry from the Open Molecules 2025 dataset. Energies are from ωB97M-V with the def2-TZVPD basis set.

Computed properties:
- ΔE to the lowest compared entry with this formula, charge and spin (eV) = 0.831
- Kohn-Sham gap (eV) = 9.40
- SMILES string = CCCNC.O
- LUMO (eV) = 0.9
- multiplicity = 1

Positions of all 19 atoms, in Å:
C: 1.330 1.612 -0.144
C: 1.180 1.031 -1.571
C: -0.023 0.119 -1.691
N: -1.297 0.825 -1.509
C: -2.097 0.440 -0.363
H: 1.370 0.784 0.542
H: 2.207 2.255 -0.025
H: 0.477 2.227 0.116
H: 1.121 1.850 -2.271
H: 2.122 0.546 -1.791
H: -0.045 -0.375 -2.669
H: 0.072 -0.706 -0.984
H: -1.102 1.819 -1.515
H: -1.561 -0.225 0.302
H: -2.414 1.293 0.222
H: -3.024 -0.035 -0.700
H: 0.611 -5.233 4.963
H: 0.880 -3.831 4.343
O: 0.194 -4.396 4.743

***

Entry 7:
Here is a 2-piece molecular cluster, C4H13NO overall at a distorted geometry from the Open Molecules 2025 dataset. Energies are from ωB97M-V with the def2-TZVPD basis set.

Computed properties:
- ΔE to the lowest compared entry with this formula, charge and spin (eV) = 1.813
- Kohn-Sham gap (eV) = 9.33
- SMILES string = CCNCC.O
- LUMO (eV) = 0.8
- multiplicity = 1

Positions of all 19 atoms, in Å:
C: -1.406 1.727 -0.491
C: -0.773 0.481 -0.036
N: -1.224 -0.827 -0.532
C: -0.780 -1.179 -1.910
C: 0.583 -0.632 -2.542
H: -2.040 2.312 0.185
H: -2.148 1.549 -1.269
H: -0.674 2.305 -1.072
H: 0.395 0.403 -0.115
H: -0.692 0.362 1.059
H: -0.905 -1.538 0.148
H: -0.823 -2.272 -2.057
H: -1.515 -0.707 -2.528
H: 1.012 -0.054 -1.717
H: 1.236 -1.448 -2.853
H: 0.401 0.090 -3.314
H: 2.723 -0.689 5.848
H: 3.545 0.471 6.520
O: 3.084 -0.356 6.676

***

Entry 8:
Here is a 3-piece molecular cluster, C4H13NO overall at a distorted geometry from the Open Molecules 2025 dataset. Energies are from ωB97M-V with the def2-TZVPD basis set.

Computed properties:
- ΔE to the lowest compared entry with this formula, charge and spin (eV) = 3.363
- Kohn-Sham gap (eV) = 8.62
- LUMO (eV) = 0.7
- multiplicity = 1

Positions of all 19 atoms, in Å:
C: -0.073 -0.732 -0.615
C: 1.417 -0.809 -0.607
C: -0.857 -1.808 0.052
O: -2.052 0.876 -0.897
H: -1.798 1.502 -1.588
H: -0.494 -0.441 -1.567
H: 1.869 0.108 -0.988
H: -0.841 -2.701 -0.588
H: 1.714 -1.611 -1.299
H: 1.818 -1.012 0.386
H: -0.449 -2.071 1.030
H: -1.899 -1.500 0.146
C: 0.707 1.799 0.912
N: -0.279 0.735 0.858
H: -0.466 0.342 1.775
H: -1.230 1.054 0.240
H: 0.380 2.638 1.539
H: 0.868 2.189 -0.096
H: 1.664 1.442 1.307